# C25H52ClN4O5P2S2

2 unconnected molecules or ions with the total composition C25H52ClN4O5P2S2 in a non-equilibrium geometry (ωB97M-V/def2-TZVPD, OMol25).

Structure (ORCA input):
```
! RIJCOSX wB97M-V def2-TZVPD def2/J DEFGRID3
* xyz 1 1
C -5.15 -4.12 3.11
C -3.88 -3.24 3.57
C -4.22 -1.73 3.99
C -5.21 -0.98 2.93
C -4.97 0.63 2.96
C -4.41 1.20 1.53
C -2.83 1.62 1.65
C -1.92 1.17 0.44
N -0.93 0.05 0.60
Cl -1.91 -1.04 1.61
C 0.23 0.32 1.59
S 0.48 2.02 2.27
C 1.72 -0.11 1.01
C 2.85 -0.58 2.04
S 2.40 -0.51 3.85
C 3.26 1.02 4.50
C 4.89 0.91 4.36
P 2.55 1.51 0.35
N 3.73 1.24 -0.70
C 1.09 -1.17 -0.08
C 2.26 -1.50 -1.13
N 2.37 -2.89 -1.63
C 3.45 -3.08 -2.63
P 1.00 -2.87 0.84
O 0.61 -2.76 2.33
C -0.34 -0.59 -0.68
C -1.38 -1.67 -1.24
C -1.33 -2.18 -2.74
C -2.57 -1.48 -3.58
C -0.04 -2.02 -3.64
N 0.17 0.51 -1.52
C -0.59 0.98 -2.44
O -1.47 1.66 -3.05
H -6.11 -3.89 3.68
H -4.87 -5.23 3.28
H -5.28 -4.03 1.96
H -3.42 -3.75 4.49
H -3.10 -3.31 2.72
H -4.68 -1.73 5.04
H -3.24 -1.13 4.04
H -6.28 -1.25 3.28
H -5.12 -1.41 1.87
H -4.33 0.96 3.85
H -6.02 1.10 3.12
H -4.47 0.31 0.79
H -5.08 2.08 1.23
H -2.42 1.45 2.72
H -2.88 2.79 1.59
H -2.61 0.87 -0.44
H -1.34 2.10 0.05
H -0.07 -0.26 2.55
H -0.45 2.33 3.25
H 3.28 -1.63 1.86
H 3.79 0.11 1.95
H 2.96 1.93 3.86
H 2.94 1.27 5.57
H 5.13 1.21 3.27
H 5.41 1.69 5.03
H 5.28 -0.15 4.52
H 3.19 2.22 1.44
H 1.59 2.35 -0.36
H 3.51 1.68 -1.61
H 2.32 -0.79 -2.04
H 3.26 -1.30 -0.57
H 1.49 -3.35 -1.87
H 4.44 -2.78 -2.10
H 3.60 -4.19 -2.91
H 3.37 -2.40 -3.55
H 0.20 -3.83 0.10
H 2.32 -3.47 0.87
H -2.43 -1.19 -1.11
H -1.44 -2.63 -0.58
H -1.62 -3.30 -2.76
H -3.52 -1.37 -2.96
H -2.24 -0.54 -4.14
H -2.82 -2.26 -4.41
H -0.38 -1.79 -4.73
H 0.72 -1.22 -3.37
H 0.47 -3.06 -3.73
C 5.06 6.08 -5.25
O 3.64 6.10 -5.21
C 3.09 5.04 -4.59
O 3.69 4.12 -4.09
O 1.75 5.18 -4.64
C 1.04 4.12 -4.01
H 5.39 6.98 -5.77
H 5.47 6.10 -4.23
H 5.43 5.21 -5.80
H 1.29 4.06 -2.95
H 1.24 3.17 -4.51
H -0.03 4.33 -4.10
*
```

Values from the calculation:
Kohn-Sham gap	0.2483	Eh
HOMO	-10.9	eV



# C7H12

C7H12 in the gas phase in a non-equilibrium geometry (ωB97M-V/def2-TZVPD, OMol25).

Structure (ORCA input):
```
! RIJCOSX wB97M-V def2-TZVPD def2/J DEFGRID3
* xyz 0 1
C 1.89 0.31 2.65
C 1.79 0.11 1.14
C 0.42 -0.55 0.75
C 0.33 -0.63 -0.77
C -0.65 -0.33 -1.67
C -2.09 -0.52 -1.53
C -2.90 0.41 -2.37
H 1.07 0.97 2.99
H 1.79 -0.65 3.16
H 2.84 0.77 2.94
H 1.92 1.08 0.64
H 2.65 -0.50 0.81
H -0.41 0.08 1.08
H 0.31 -1.53 1.28
H -0.31 -0.17 -2.73
H 1.32 -0.77 -1.20
H -3.60 0.88 -1.65
H -3.57 -0.16 -3.04
H -2.35 1.19 -2.91
*
```

Values from the calculation:
Kohn-Sham gap (spin up / spin down)	0.2718 / 0.2813	Eh
HOMO (spin up / spin down)	-7.7 / -8.0	eV
energy above the lowest of the compared OMol25 structures with the same formula, charge and spin	96.59	kcal/mol



# C25H72O19

11 unconnected molecules or ions with the total composition C25H72O19 in a non-equilibrium geometry (ωB97M-V/def2-TZVPD, OMol25).

Structure (ORCA input):
```
! RIJCOSX wB97M-V def2-TZVPD def2/J DEFGRID3
* xyz 0 1
C 2.57 2.88 4.99
C 1.89 1.54 4.64
C 0.39 1.74 4.92
O 2.05 1.39 3.25
H 2.22 3.78 4.42
H 3.62 2.88 4.80
H 2.55 3.05 6.06
H 2.20 0.67 5.21
H 0.13 2.10 5.91
H -0.09 0.81 4.63
H 0.04 2.56 4.26
H 2.05 0.42 3.08
C 0.54 -3.56 3.90
C 1.50 -2.50 4.46
C 2.86 -3.03 4.97
O 1.73 -1.57 3.46
H 1.01 -4.15 3.08
H -0.39 -3.05 3.39
H 0.33 -4.31 4.65
H 0.86 -2.02 5.21
H 3.34 -3.57 4.13
H 2.63 -3.82 5.69
H 3.58 -2.36 5.36
H 1.11 -1.73 2.70
C 4.39 -2.08 0.88
C 3.77 -1.64 -0.52
C 4.66 -1.95 -1.70
O 2.49 -2.29 -0.58
H 3.65 -2.21 1.64
H 5.21 -1.52 1.34
H 4.74 -3.09 0.71
H 3.69 -0.53 -0.48
H 5.54 -1.30 -1.60
H 4.12 -1.80 -2.67
H 5.02 -2.96 -1.70
H 2.00 -1.77 -1.20
C 0.32 -4.51 -2.00
C 1.10 -5.60 -2.74
O 0.99 -6.86 -2.18
O 0.74 -4.42 -0.63
H -0.75 -4.88 -1.95
H 0.31 -3.57 -2.54
H 2.16 -5.29 -2.76
H 0.81 -5.70 -3.73
H 0.80 -6.77 -1.23
H 1.56 -3.95 -0.55
C -1.26 5.01 -2.11
C -0.84 4.29 -3.37
O -0.45 3.04 -2.87
O -0.09 5.49 -1.38
H -1.83 4.38 -1.40
H -1.94 5.83 -2.31
H -0.01 4.79 -3.93
H -1.79 4.14 -3.93
H -0.59 2.30 -3.50
H -0.18 6.41 -1.10
C -1.34 2.88 1.16
C -1.85 4.35 1.34
O -0.74 5.20 1.40
O -2.41 2.00 1.58
H -0.56 2.78 1.92
H -1.16 2.79 0.07
H -2.44 4.43 2.26
H -2.53 4.55 0.52
H -0.38 5.18 0.50
H -2.21 1.62 2.43
C 2.40 2.82 -0.26
C 3.71 3.29 -0.91
O 4.55 3.99 0.02
O 1.61 2.22 -1.36
H 1.86 3.74 0.02
H 2.47 2.08 0.59
H 3.43 3.99 -1.78
H 4.29 2.38 -1.32
H 5.02 3.38 0.56
H 0.89 2.85 -1.61
C -4.73 2.57 -0.98
C -5.18 1.20 -1.60
O -4.53 0.08 -0.93
O -4.74 2.48 0.40
H -5.36 3.31 -1.40
H -3.75 2.73 -1.37
H -4.97 1.14 -2.71
H -6.28 1.13 -1.45
H -4.62 0.25 0.02
H -3.89 2.33 0.84
C -2.19 0.33 -4.72
C -2.26 -1.19 -5.11
O -1.88 -2.07 -4.07
O -0.89 0.74 -4.35
H -2.92 0.56 -3.91
H -2.42 0.98 -5.61
H -1.57 -1.40 -5.95
H -3.28 -1.38 -5.47
H -2.51 -1.97 -3.32
H -0.43 0.11 -3.76
C -3.58 -3.27 -1.24
C -3.33 -3.18 0.30
O -3.68 -4.51 0.88
O -3.08 -2.17 -1.90
H -4.62 -3.44 -1.38
H -2.92 -4.06 -1.53
H -3.88 -2.48 0.83
H -2.36 -2.94 0.40
H -3.05 -5.19 0.61
H -3.65 -1.40 -1.76
C 0.00 -0.51 0.66
C -0.38 -0.31 -0.81
O 0.85 -0.31 -1.64
O 0.34 -1.76 1.06
H -0.88 -0.32 1.23
H 0.71 0.23 0.90
H -0.90 0.72 -0.92
H -0.99 -1.11 -1.26
H 1.19 0.61 -1.61
H 0.92 -2.13 0.40
*
```

Values from the calculation:
Kohn-Sham gap	0.3714	Eh
HOMO	-9.7	eV
structure (SMILES)	CC(C)O.CC(C)O.CC(C)O.OCCO.OCCO.OCCO.OCCO.OCCO.OCCO.OCCO.OCCO
energy above the lowest of the compared OMol25 structures with the same formula, charge and spin	21.27	kcal/mol



# C11H32N2O5P2Sn

A molecular structure, C11H32N2O5P2Sn in a non-equilibrium geometry (ωB97M-V/def2-TZVPD, OMol25).

Structure (ORCA input):
```
! RIJCOSX wB97M-V def2-TZVPD def2/J DEFGRID3
* xyz 0 1
O 0.03 3.10 0.47
H -0.29 4.03 0.36
Sn -1.21 -0.77 -0.74
N -1.41 -0.93 -2.92
N 0.91 -1.42 -1.78
O -2.28 -0.14 -3.72
O 2.18 -1.96 -1.34
C -0.55 -1.63 -3.65
C 0.68 -1.97 -2.97
C -0.84 -1.95 -5.03
C 1.71 -2.90 -3.49
H -1.34 -1.10 -5.49
H -1.49 -2.81 -5.10
H 0.07 -2.16 -5.57
H 1.84 -3.78 -2.84
H 2.69 -2.40 -3.56
H 1.44 -3.25 -4.49
H -3.17 -0.21 -3.29
H 2.47 -1.33 -0.65
O -1.39 -3.31 -0.18
H -2.18 -3.83 -0.34
H -0.64 -3.89 -0.37
C 1.65 3.35 -0.29
H 1.82 4.46 -0.11
H 1.40 3.04 -1.27
H 2.21 2.61 0.26
O -1.42 1.35 -1.44
H -1.02 2.17 -1.06
H -1.63 1.66 -2.34
C -2.00 1.47 2.09
P -0.62 2.60 2.11
C -1.16 4.05 2.97
C 0.92 1.94 2.73
C 0.99 0.48 3.12
P 0.61 -0.76 1.84
C 2.10 -1.79 1.86
C -0.51 -1.84 2.79
H -2.94 2.00 1.85
H -2.12 1.04 3.12
H -1.92 0.63 1.39
H -1.48 3.75 3.99
H -0.34 4.80 3.07
H -2.02 4.54 2.49
H 1.69 2.12 1.98
H 1.16 2.58 3.59
H 2.03 0.28 3.40
H 0.35 0.30 3.98
H 2.19 -2.26 2.84
H 2.06 -2.57 1.09
H 2.99 -1.17 1.68
H 0.08 -2.52 3.40
H -1.16 -1.25 3.44
H -1.13 -2.43 2.11
*
```

Values from the calculation:
Kohn-Sham gap	0.1549	Eh
HOMO	-4.0	eV
energy above the lowest of the compared OMol25 structures with the same formula, charge and spin	0.00	kcal/mol



# C3HClIO2S

2 unconnected molecules or ions with the total composition C3HClIO2S in a non-equilibrium geometry (ωB97M-V/def2-TZVPD, OMol25).

Structure (ORCA input):
```
! RIJCOSX wB97M-V def2-TZVPD def2/J DEFGRID3
* xyz -1 1
C 1.15 -1.10 -0.60
C -1.04 0.45 0.78
C 0.10 0.63 0.02
O 2.23 -0.69 -0.87
O -1.28 0.24 1.92
S 0.18 -2.36 -0.57
Cl 1.44 1.35 0.94
I -2.83 0.42 -0.64
H 0.04 1.06 -0.97
*
```

Values from the calculation:
Kohn-Sham gap	0.2698	Eh
HOMO	-4.4	eV
energy above the lowest of the compared OMol25 structures with the same formula, charge and spin	6.19	kcal/mol



# C5H8O2

2 unconnected molecules or ions with the total composition C5H8O2 (ωB97M-V/def2-TZVPD, OMol25).

Structure (ORCA input):
```
! RIJCOSX wB97M-V def2-TZVPD def2/J DEFGRID3
* xyz 0 1
C -1.24 1.41 -0.32
C -0.02 0.78 -0.88
C -0.17 -1.31 2.15
O 0.76 -0.55 2.06
C 1.21 0.88 -1.31
C 0.61 -0.46 -1.41
O 1.01 -1.53 -0.57
H -1.09 2.48 -0.16
H -2.08 1.28 -1.01
H -1.52 0.95 0.63
H -0.40 -2.03 1.34
H -0.83 -1.32 3.03
H 2.08 1.50 -1.47
H 0.31 -0.89 -2.36
H 1.34 -1.13 0.25
*
```

Values from the calculation:
Kohn-Sham gap	0.3534	Eh
HOMO	-9.1	eV
structure (SMILES)	CC1=C[C@H]1O.C=O
energy above the lowest of the compared OMol25 structures with the same formula, charge and spin	80.41	kcal/mol



Copy entry 5 word for word.
# C3HClIO2S

2 unconnected molecules or ions with the total composition C3HClIO2S in a non-equilibrium geometry (ωB97M-V/def2-TZVPD, OMol25).

Structure (ORCA input):
```
! RIJCOSX wB97M-V def2-TZVPD def2/J DEFGRID3
* xyz -1 1
C 1.15 -1.10 -0.60
C -1.04 0.45 0.78
C 0.10 0.63 0.02
O 2.23 -0.69 -0.87
O -1.28 0.24 1.92
S 0.18 -2.36 -0.57
Cl 1.44 1.35 0.94
I -2.83 0.42 -0.64
H 0.04 1.06 -0.97
*
```

Values from the calculation:
Kohn-Sham gap	0.2698	Eh
HOMO	-4.4	eV
energy above the lowest of the compared OMol25 structures with the same formula, charge and spin	6.19	kcal/mol